Entry 1:
A cluster of 6 separate species, C3H12NO in total in a non-equilibrium geometry, computed with ωB97M-V/def2-TZVPD.

CARTESIAN COORDINATES (ANGSTROEM)
C: 1.17 0.57 1.35
C: 0.98 -0.01 0.16
C: -0.10 -0.47 -0.51
N: -2.15 3.44 -0.26
H: 0.89 -0.20 2.09
H: 7.91 -7.58 -0.75
H: 1.12 1.64 1.31
H: 0.37 -0.91 -3.51
H: -1.28 0.04 -0.68
H: 6.04 -7.33 -3.02
H: -0.18 -1.55 -0.20
H: -1.86 4.00 0.57
H: -3.07 3.82 -0.45
H: -2.15 2.42 -0.28
H: -2.89 -0.04 1.65
H: -1.98 1.34 1.29
O: -2.81 0.83 1.25

Properties
Orbital gap ... 1.96 eV
E ... -250.51222 hartree
Relative energy (zero: lowest compared OMol25 entry of this formula, charge and spin) ... 475.7 kcal/mol
Total charge ... +1
E_HOMO ... -0.391 Eh



Entry 2:
A structure of composition C49H60HfO6S4Se in a non-equilibrium geometry, computed with ωB97M-V/def2-TZVPD.

CARTESIAN COORDINATES (ANGSTROEM)
Hf: -0.03 -1.21 1.01
C: -1.23 0.59 -1.95
O: -0.27 -0.26 -1.35
C: 1.03 -0.20 -1.81
C: 1.46 -1.29 -2.56
C: 0.70 -2.62 -2.68
C: -0.80 -2.66 -2.42
C: -1.70 -2.54 -3.46
C: -3.09 -2.55 -3.24
C: -3.53 -2.72 -1.93
C: -2.64 -2.84 -0.85
C: -3.13 -2.92 0.58
C: -3.11 -1.57 1.32
C: -4.12 -0.65 1.15
C: -4.18 0.59 1.80
C: -3.09 0.88 2.69
C: -2.04 0.05 2.90
C: -0.84 0.48 3.75
C: 0.35 1.20 3.05
C: 1.30 1.90 3.79
C: 2.38 2.56 3.20
C: 2.51 2.50 1.81
C: 1.57 1.85 1.02
C: 1.51 2.02 -0.51
C: 1.87 0.86 -1.47
C: 3.13 0.88 -2.06
C: 3.57 -0.12 -2.91
C: 2.73 -1.21 -3.12
C: 4.91 -0.04 -3.65
C: 4.63 0.19 -5.14
C: 5.78 1.11 -3.14
C: 5.70 -1.35 -3.49
C: 0.50 1.23 1.66
O: -0.45 0.68 0.86
C: 3.33 3.42 4.06
C: 3.89 2.62 5.24
C: 4.51 3.95 3.25
C: 2.53 4.61 4.60
C: -1.92 -1.28 2.18
O: -1.59 -2.45 3.10
C: -2.61 -2.77 4.02
C: -5.31 1.60 1.65
C: -6.36 1.13 0.66
C: -6.01 1.86 3.00
C: -4.76 2.96 1.15
C: -1.27 -2.80 -1.11
O: -0.39 -2.80 -0.06
C: -4.03 -2.33 -4.43
C: -5.50 -2.32 -4.00
C: -3.83 -3.44 -5.47
C: -3.72 -0.97 -5.08
H: -0.98 0.74 -3.00
H: -1.28 1.54 -1.41
H: -2.20 0.09 -1.86
H: 1.19 -3.28 -1.96
H: 0.89 -3.02 -3.67
H: -1.31 -2.42 -4.46
H: -4.59 -2.75 -1.70
H: -2.50 -3.61 1.14
H: -4.15 -3.32 0.57
H: -4.94 -0.94 0.48
H: -3.06 1.84 3.21
H: -0.43 -0.40 4.25
H: -1.19 1.15 4.54
H: 1.19 1.92 4.87
H: 3.33 3.01 1.31
H: 2.18 2.84 -0.76
H: 0.50 2.35 -0.73
H: 3.79 1.70 -1.80
H: 3.07 -2.06 -3.71
H: 4.06 1.11 -5.29
H: 4.05 -0.63 -5.57
H: 5.58 0.27 -5.70
H: 5.28 2.08 -3.28
H: 6.72 1.13 -3.69
H: 6.01 1.01 -2.07
H: 5.19 -2.19 -3.98
H: 5.83 -1.60 -2.43
H: 6.69 -1.24 -3.94
H: 4.40 1.72 4.91
H: 3.10 2.30 5.93
H: 4.59 3.25 5.80
H: 5.11 3.13 2.83
H: 5.16 4.54 3.90
H: 4.19 4.60 2.43
H: 1.69 4.28 5.21
H: 2.13 5.22 3.78
H: 3.18 5.25 5.22
H: -3.60 -2.82 3.53
H: -2.69 -2.02 4.82
H: -2.38 -3.74 4.46
H: -6.83 0.19 0.99
H: -5.93 0.96 -0.33
H: -7.15 1.89 0.57
H: -6.40 0.92 3.40
H: -6.84 2.58 2.90
H: -5.30 2.26 3.74
H: -4.27 2.82 0.18
H: -4.02 3.37 1.84
H: -5.57 3.70 1.03
H: -5.80 -3.28 -3.59
H: -6.12 -2.11 -4.88
H: -5.69 -1.55 -3.25
H: -4.05 -4.42 -5.03
H: -2.80 -3.47 -5.83
H: -4.49 -3.29 -6.33
H: -3.88 -0.16 -4.37
H: -4.38 -0.81 -5.95
H: -2.69 -0.92 -5.42
O: 8.04 0.59 1.13
C: 6.94 0.11 1.37
S: 5.86 -0.56 0.17
C: 4.51 -0.92 1.24
C: 4.67 -0.66 2.56
S: 3.61 -0.92 3.90
S: 6.23 0.04 2.98
S: 3.06 -1.45 0.43
O: 1.04 -1.87 2.69
H: 1.34 -2.76 2.34
H: 1.92 -1.48 3.02
Se: 2.83 -3.65 0.69

Properties
Orbital gap ... 3.78 eV
E ... -6396.98848 hartree
Relative energy (zero: lowest compared OMol25 entry of this formula, charge and spin) ... 107.5 kcal/mol
Total charge ... -2
E_HOMO ... 0.001 Eh



Entry 3:
A structure of composition C43H42BN2O3PS2Ti, computed with ωB97M-V/def2-TZVPD.

CARTESIAN COORDINATES (ANGSTROEM)
Ti: 0.66 1.30 1.23
S: 0.96 1.72 3.73
C: 2.38 2.72 3.68
C: 2.61 3.65 4.70
C: 3.73 4.47 4.71
C: 3.90 5.41 5.78
N: 4.02 6.16 6.65
C: 4.68 4.37 3.67
C: 4.47 3.44 2.66
C: 3.35 2.60 2.63
S: 3.19 1.43 1.35
C: 5.85 5.19 3.64
N: 6.80 5.84 3.60
H: 1.88 3.73 5.49
H: 5.19 3.35 1.86
C: 2.98 2.99 -2.14
C: 2.70 1.96 -3.19
C: 3.52 1.89 -4.31
C: 3.26 1.00 -5.35
C: 2.16 0.17 -5.28
C: 1.33 0.23 -4.16
C: 1.59 1.09 -3.10
P: 0.50 1.19 -1.61
C: -0.73 -0.12 -2.02
C: -2.06 0.15 -2.31
C: -2.99 -0.87 -2.47
C: -2.58 -2.19 -2.32
C: -1.25 -2.48 -2.05
C: -0.31 -1.46 -1.90
C: 1.12 -1.84 -1.63
C: -0.35 2.77 -1.94
C: -0.97 3.06 -3.15
C: -1.76 4.18 -3.31
C: -1.92 5.03 -2.21
C: -1.25 4.79 -1.02
C: -0.40 3.68 -0.85
C: 0.37 3.46 0.36
H: 3.93 3.48 -2.34
H: 3.03 2.56 -1.13
H: 2.20 3.75 -2.12
H: 4.37 2.56 -4.36
H: 3.92 0.97 -6.20
H: 1.93 -0.52 -6.08
H: 0.47 -0.43 -4.12
H: -2.39 1.17 -2.41
H: -4.02 -0.63 -2.68
H: -3.30 -3.00 -2.41
H: -0.93 -3.50 -1.91
H: 1.17 -2.85 -1.20
H: 1.60 -1.17 -0.91
H: 1.71 -1.83 -2.55
H: -0.85 2.36 -3.98
H: -2.26 4.39 -4.25
H: -2.55 5.91 -2.29
H: -1.34 5.50 -0.21
H: 0.24 4.27 1.09
H: 1.44 3.34 0.14
C: -3.41 2.11 0.40
C: -3.24 3.22 1.46
C: -2.17 2.66 2.41
O: -1.65 1.50 1.78
C: -2.72 0.92 1.06
H: -2.86 2.39 -0.50
H: -4.45 1.92 0.14
H: -4.17 3.42 1.99
H: -2.92 4.15 0.99
H: -2.62 2.36 3.37
H: -1.34 3.33 2.61
H: -3.40 0.41 1.76
H: -2.31 0.18 0.38
C: -1.37 -7.57 0.08
C: -1.83 -6.69 1.25
C: -3.31 -6.38 1.05
C: -1.68 -7.48 2.56
C: -0.97 -5.42 1.32
C: 0.41 -5.54 1.44
C: 1.26 -4.44 1.51
C: 0.69 -3.18 1.45
O: 1.26 -1.97 1.47
B: 0.21 -0.96 1.33
O: -1.02 -1.74 1.30
C: -0.70 -3.05 1.34
C: -1.54 -4.14 1.27
H: -2.01 -8.45 -0.02
H: -0.35 -7.92 0.22
H: -1.41 -7.01 -0.86
H: -3.88 -7.31 1.00
H: -3.48 -5.82 0.13
H: -3.71 -5.79 1.88
H: -2.27 -8.40 2.52
H: -2.02 -6.89 3.41
H: -0.64 -7.75 2.74
H: 0.86 -6.53 1.48
H: 2.33 -4.55 1.60
H: -2.60 -3.98 1.16

Properties
2S+1 ... 3
Orbital gap (spin up / spin down) ... 4.08 / 5.47 eV
E ... -4011.21578 hartree
Relative energy (zero: lowest compared OMol25 entry of this formula, charge and spin) ... 0.0 kcal/mol
⟨S²⟩ ... 2.0065
Total charge ... -2
E_HOMO (spin up / spin down) ... -0.015 / -0.067 Eh



Entry 4:
A structure of composition C21H46NO2P3Tb in a non-equilibrium geometry, computed with ωB97M-V/def2-TZVPD.

CARTESIAN COORDINATES (ANGSTROEM)
Tb: -0.61 -0.09 0.16
P: 1.11 2.10 0.60
P: -2.30 2.04 -0.72
P: 1.06 -2.16 1.12
H: -1.93 -0.60 -2.63
C: -1.54 -1.31 -1.89
C: -2.34 -1.77 -0.87
H: -3.36 -1.40 -0.75
C: 1.78 2.13 -1.12
C: 0.90 3.92 0.90
C: 2.68 1.66 1.46
C: -3.99 1.49 -1.18
C: -2.75 3.39 0.44
C: -1.78 2.96 -2.22
C: 0.39 -3.87 0.85
C: 1.98 -2.24 2.69
C: 2.47 -2.32 -0.02
H: -0.60 -1.84 -2.14
H: -2.12 -2.69 -0.33
H: 2.65 2.77 -1.10
H: 1.04 2.54 -1.82
H: 2.14 1.13 -1.41
H: 1.90 4.39 0.88
H: 0.45 4.10 1.88
H: 0.28 4.37 0.10
H: 3.38 2.51 1.37
H: 3.13 0.77 0.99
H: 2.48 1.48 2.52
H: -4.44 2.17 -1.91
H: -4.63 1.46 -0.29
H: -3.97 0.48 -1.62
H: -3.41 4.11 -0.06
H: -1.85 3.92 0.78
H: -3.27 3.02 1.33
H: -2.58 3.67 -2.48
H: -1.63 2.27 -3.06
H: -0.84 3.52 -2.10
H: 1.21 -4.58 0.61
H: -0.31 -3.85 0.00
H: -0.13 -4.21 1.76
H: 2.70 -3.06 2.65
H: 1.29 -2.38 3.52
H: 2.53 -1.30 2.84
H: 3.02 -3.24 0.19
H: 3.13 -1.45 0.04
H: 2.09 -2.37 -1.04
C: 3.18 -1.50 -3.37
C: 3.96 -0.64 -4.16
C: 4.61 -1.20 -5.27
C: 4.55 -2.58 -5.57
C: 3.86 -3.42 -4.70
C: 3.24 -2.88 -3.55
O: 2.26 -1.01 -2.44
H: 2.02 -0.08 -2.59
H: 4.00 0.41 -3.86
H: 5.17 -0.52 -5.92
H: 5.05 -2.97 -6.46
H: 3.82 -4.50 -4.90
H: 2.81 -3.53 -2.78
C: -3.79 0.12 4.96
N: -3.06 -0.21 3.72
C: -3.31 -1.51 3.12
C: -2.22 0.58 3.08
C: -1.97 1.92 3.66
O: -1.66 0.16 1.99
H: -4.39 -0.77 5.23
H: -4.49 0.98 4.82
H: -3.11 0.35 5.81
H: -3.74 -1.42 2.11
H: -2.39 -2.12 3.05
H: -4.02 -2.04 3.74
H: -1.15 2.41 3.12
H: -2.91 2.50 3.55
H: -1.71 1.79 4.73

Properties
2S+1 ... 7
Orbital gap (spin up / spin down) ... 4.65 / 4.82 eV
E ... -2880.59111 hartree
Relative energy (zero: lowest compared OMol25 entry of this formula, charge and spin) ... 0.0 kcal/mol
⟨S²⟩ ... 12.6744
Total charge ... +3
E_HOMO (spin up / spin down) ... -0.550 / -0.550 Eh



Entry 5:
A structure of composition C36H36CoNP in a non-equilibrium geometry, computed with ωB97M-V/def2-TZVPD.

CARTESIAN COORDINATES (ANGSTROEM)
Co: -0.73 0.36 -1.25
C: -2.26 -0.17 -2.57
C: -2.77 -0.38 -1.27
C: -2.70 0.85 -0.58
C: -2.20 1.86 -1.50
C: -1.90 1.24 -2.71
C: -1.37 1.87 -3.95
C: -2.14 3.32 -1.20
C: -3.18 1.19 0.80
C: -3.39 -1.67 -0.84
C: -2.31 -1.21 -3.64
H: -1.08 1.13 -4.69
H: -0.49 2.50 -3.74
H: -2.12 2.51 -4.42
H: -3.14 3.75 -1.32
H: -1.47 3.84 -1.90
H: -1.79 3.52 -0.19
H: -2.36 1.61 1.39
H: -3.60 0.33 1.31
H: -3.96 1.95 0.74
H: -4.35 -1.81 -1.35
H: -3.58 -1.72 0.23
H: -2.76 -2.53 -1.10
H: -1.82 -0.89 -4.56
H: -3.35 -1.41 -3.90
H: -1.87 -2.15 -3.33
N: 0.60 -0.44 -2.58
C: 0.62 -1.89 -2.35
C: 0.70 -2.81 -3.38
C: 0.63 -4.16 -3.07
C: 0.49 -4.58 -1.75
C: 0.44 -3.65 -0.72
C: 0.51 -2.30 -1.02
P: 0.49 -0.84 0.05
C: 2.29 -0.48 -0.02
C: 3.13 -1.58 0.18
C: 4.50 -1.45 0.12
C: 5.07 -0.22 -0.16
C: 4.25 0.87 -0.39
C: 2.87 0.75 -0.32
C: 0.07 -1.25 1.75
C: -1.26 -1.29 2.12
C: -1.63 -1.58 3.42
C: -0.65 -1.83 4.37
C: 0.69 -1.78 4.02
C: 1.05 -1.49 2.72
H: 0.39 -0.24 -3.55
H: 1.51 -0.02 -2.38
H: 0.80 -2.48 -4.41
H: 0.67 -4.89 -3.86
H: 0.43 -5.64 -1.53
H: 0.35 -3.97 0.31
H: 2.70 -2.56 0.37
H: 5.13 -2.32 0.29
H: 6.14 -0.11 -0.21
H: 4.68 1.84 -0.62
H: 2.25 1.62 -0.48
H: -2.02 -1.07 1.38
H: -2.68 -1.61 3.70
H: -0.94 -2.05 5.39
H: 1.45 -1.95 4.77
H: 2.10 -1.43 2.47
C: -0.07 1.66 -0.03
C: 0.32 2.16 1.01
C: 0.79 2.75 2.24
C: 1.76 3.75 2.23
C: 2.22 4.28 3.42
C: 1.72 3.83 4.63
C: 0.75 2.84 4.65
C: 0.28 2.30 3.46
H: 2.15 4.10 1.28
H: 2.98 5.06 3.40
H: 2.07 4.25 5.56
H: 0.35 2.48 5.59
H: -0.47 1.51 3.47

Properties
Orbital gap ... 7.87 eV
E ... -3172.05770 hartree
Relative energy (zero: lowest compared OMol25 entry of this formula, charge and spin) ... 0.0 kcal/mol
Total charge ... +1
E_HOMO ... -0.384 Eh



Entry 6:
A cluster of 2 separate species, C4H12 in total in a non-equilibrium geometry, computed with ωB97M-V/def2-TZVPD.

CARTESIAN COORDINATES (ANGSTROEM)
C: -1.68 1.86 -1.89
C: -0.16 1.83 -1.74
H: -1.90 1.71 -2.98
H: -2.09 1.09 -1.27
H: -2.01 2.86 -1.90
H: 0.15 2.22 -0.77
H: 0.25 2.52 -2.38
H: 0.26 0.84 -1.82
C: 0.80 -1.33 1.25
C: 1.01 -2.42 2.41
H: 1.67 -1.13 0.69
H: -0.08 -1.64 0.65
H: 0.50 -0.46 1.75
H: 1.65 -3.13 1.92
H: 1.50 -1.97 3.24
H: 0.15 -2.85 2.84

Properties
Orbital gap ... 12.45 eV
E ... -159.55391 hartree
Relative energy (zero: lowest compared OMol25 entry of this formula, charge and spin) ... 19.5 kcal/mol
SMILES ... CC.CC
Total charge ... 0
E_HOMO ... -0.417 Eh



Entry 7:
A structure of composition C23H18MnN6O4, computed with ωB97M-V/def2-TZVPD.

CARTESIAN COORDINATES (ANGSTROEM)
Mn: 0.21 0.03 -0.20
C: -0.79 -1.09 2.30
N: 0.01 0.07 1.85
C: -0.46 1.40 2.34
C: -0.33 2.37 1.20
N: -0.12 1.96 -0.05
C: -0.05 3.12 -0.84
C: 0.18 3.31 -2.20
C: 0.20 4.61 -2.66
C: 0.00 5.70 -1.80
C: -0.22 5.53 -0.45
C: -0.24 4.22 -0.01
N: -0.41 3.69 1.28
C: -0.57 -2.18 1.30
N: -0.22 -1.88 0.05
C: -0.09 -3.11 -0.63
C: 0.28 -3.40 -1.94
C: 0.32 -4.74 -2.29
C: 0.00 -5.76 -1.38
C: -0.37 -5.47 -0.08
C: -0.39 -4.12 0.26
N: -0.69 -3.49 1.48
H: -1.84 -0.81 2.31
H: -0.53 -1.41 3.32
H: 0.98 -0.07 2.13
H: 0.12 1.73 3.20
H: -1.50 1.32 2.65
H: 0.34 2.48 -2.88
H: 0.38 4.79 -3.71
H: 0.03 6.70 -2.21
H: -0.37 6.37 0.21
H: -0.56 4.22 2.13
H: 0.53 -2.64 -2.66
H: 0.60 -5.01 -3.30
H: 0.04 -6.79 -1.70
H: -0.61 -6.25 0.63
H: -0.96 -3.94 2.34
O: 2.88 -0.07 -7.50
C: 1.75 -0.06 -7.76
O: 0.62 -0.10 -7.99
C: 0.98 -0.10 -4.77
C: -0.35 -0.12 -4.45
C: -0.63 -0.09 -3.09
N: 0.35 -0.04 -2.18
C: 1.64 -0.03 -2.56
C: 2.03 -0.06 -3.88
C: 2.59 0.01 -1.41
O: 3.78 0.03 -1.53
O: 1.96 0.00 -0.20
H: -1.14 -0.16 -5.18
H: -1.65 -0.10 -2.72
H: 3.08 -0.04 -4.15

Properties
2S+1 ... 2
Orbital gap (spin up / spin down) ... 7.30 / 7.31 eV
E ... -2667.26891 hartree
⟨S²⟩ ... 0.7855
Total charge ... +2
E_HOMO (spin up / spin down) ... -0.546 / -0.546 Eh



Entry 8:
A structure of composition H26O13Xe in a non-equilibrium geometry, computed with ωB97M-V/def2-TZVPD.

CARTESIAN COORDINATES (ANGSTROEM)
Xe: 0.05 0.43 -0.06
O: 4.16 1.45 -1.74
H: 3.80 2.30 -1.96
H: 3.41 0.85 -1.75
O: -0.51 1.85 3.35
H: -0.01 1.12 2.97
H: -0.86 1.49 4.17
O: -2.37 1.14 -3.17
H: -2.81 0.49 -3.71
H: -2.44 1.95 -3.67
O: -0.41 -1.25 -3.48
H: -1.08 -0.79 -2.98
H: -0.34 -2.11 -3.05
O: -0.76 -2.03 2.89
H: 0.08 -1.78 3.28
H: -0.52 -2.50 2.09
O: -0.09 -3.68 0.82
H: 0.79 -3.44 1.13
H: -0.11 -3.38 -0.09
O: 2.31 -0.21 2.99
H: 2.65 -0.65 3.77
H: 3.01 0.40 2.74
O: -3.11 -1.02 0.10
H: -3.35 -0.25 -0.42
H: -3.20 -0.73 1.01
O: 0.57 2.02 -3.74
H: 1.10 1.31 -3.39
H: -0.31 1.66 -3.79
O: -1.38 4.25 1.19
H: -0.60 4.61 0.77
H: -1.04 3.66 1.86
O: -3.70 0.45 2.45
H: -2.83 0.84 2.57
H: -4.14 1.04 1.83
O: 2.24 -0.51 -3.09
H: 2.89 -0.68 -3.77
H: 1.44 -0.93 -3.41
O: 2.22 -2.58 1.49
H: 2.28 -1.72 1.92
H: 2.94 -3.08 1.86

Properties
Orbital gap ... 10.36 eV
E ... -1323.06778 hartree
Relative energy (zero: lowest compared OMol25 entry of this formula, charge and spin) ... 26.8 kcal/mol
Total charge ... 0
E_HOMO ... -0.391 Eh